15
Properties=species:S:1:pos:R:3:forces:R:3:mulliken_charge:R:1 method="wB97M-V/def2-TZVPD" orbital_gap_ha=0.2978 lumo_energy_ha=-0.1990 mol_weight_g_mol=92.19 total_charge=+1 e_above_lowest_kcal_mol=44.5
C 2.78768 -0.59564 -0.73454 -0.42 -1.10 -0.52 -0.04
N 1.60197 -1.02455 -0.96537 -0.55 1.29 1.27 -0.08
H 3.55216 -1.33189 -0.95396 0.44 0.11 0.75 0.27
H 3.02538 0.38612 -0.34812 -0.21 0.43 -0.69 0.25
H 0.75953 -0.31193 -0.92150 1.53 -1.11 0.54 0.15
H 1.46301 -2.01620 -0.78420 -0.19 -0.20 -1.25 0.32
C -1.64537 -0.35474 1.03022 -1.82 -0.03 -0.41 -0.93
C -1.76058 0.90137 0.15460 0.90 -0.28 0.60 -0.41
S -0.12427 1.36463 -0.58525 -1.21 1.10 -0.08 -0.32
H -2.68160 -0.71467 1.09100 0.02 0.15 0.52 0.32
H -1.20110 -1.24939 0.59393 0.72 0.36 -0.10 0.31
H -1.31785 -0.11938 2.03740 0.38 -0.23 -0.07 0.28
H -1.94005 1.75927 0.79696 -0.42 -0.09 -0.04 0.33
H -2.57400 0.82236 -0.57003 0.54 0.11 -0.22 0.33
H 0.05509 2.48465 0.15884 0.30 -0.51 -0.29 0.21

=====

14
Properties=species:S:1:pos:R:3:forces:R:3:mulliken_charge:R:1 method="wB97M-V/def2-TZVPD" orbital_gap_ha="0.2731 / 0.2845" lumo_energy_ha="0.0182 / 0.0122" mol_weight_g_mol=97.12 e_above_lowest_kcal_mol=171.9
C -0.56751 2.23979 -0.94141 0.01 0.04 0.14 -1.08
C -0.44064 0.77846 -1.19348 1.34 -1.25 0.13 0.46
C 0.99720 -2.39648 1.94352 0.96 -1.18 0.20 -0.02
C -0.29220 -0.44579 1.27230 0.72 -1.73 0.96 -0.38
C 0.46175 -0.53662 0.30158 -1.22 2.74 -2.31 -0.29
N -0.61336 0.19198 -2.27417 -0.57 0.14 -0.13 -0.57
O 1.85355 -2.85377 1.24118 -1.35 1.10 0.62 -0.39
H -0.52593 -0.82706 -2.28047 0.23 0.27 0.17 0.28
H 0.77965 -2.89453 2.93204 -0.12 0.23 -0.14 0.29
H -1.16467 -0.15279 1.81280 0.09 0.04 0.08 0.36
H 1.31486 -0.92894 -0.21782 -0.04 -0.18 0.17 0.44
H -0.77597 2.78597 -1.86897 -0.02 -0.20 0.11 0.34
H 0.35181 2.62539 -0.49630 -0.07 -0.06 0.02 0.28
H -1.37855 2.41440 -0.23083 0.05 0.04 0.00 0.28

=====

53
Properties=species:S:1:pos:R:3:forces:R:3:mulliken_charge:R:1 method="wB97M-V/def2-TZVPD" orbital_gap_ha="0.2490 / 0.2475" lumo_energy_ha="-0.0138 / -0.0153" mol_weight_g_mol=771.35 e_above_lowest_kcal_mol=17.7
Ni -0.04685 -0.37331 0.04124 0.67 0.32 0.70 0.95
I 2.21417 -2.74137 -6.37920 0.00 0.05 0.23 0.03
C 2.12948 -2.16838 -4.35707 0.03 -0.09 -0.30 -0.19
C 2.35551 -3.11015 -3.36577 -0.02 0.05 -0.10 -0.31
C 2.24909 -2.71836 -2.04753 -0.02 0.19 0.56 -0.02
I 2.55231 -4.08264 -0.48656 -0.01 0.01 -0.19 0.03
C 1.91528 -1.39942 -1.65708 0.12 -0.24 -0.69 0.35
O 1.76409 -1.06241 -0.40785 -0.70 0.11 0.15 -0.94
C 1.74966 -0.46098 -2.71201 -0.13 -0.18 0.42 0.35
C 1.39802 0.94674 -2.33111 0.08 -0.14 0.04 -0.71
N 0.06773 1.02511 -1.68912 -0.28 0.06 -0.43 -0.24
C -0.20552 2.34726 -1.14143 0.00 -0.12 0.03 -0.96
C 0.49150 2.50502 0.19156 0.04 0.02 -0.02 0.64
C 0.70660 3.74567 0.77465 0.08 0.01 0.06 -0.95
C 1.35984 3.80712 1.99487 -0.05 -0.01 -0.05 -0.35
C 1.79552 2.63241 2.59030 0.01 -0.03 -0.03 -0.79
C 1.53102 1.43545 1.94962 0.09 0.01 0.07 -0.64
N 0.88571 1.38025 0.78837 -0.42 -0.49 -0.13 0.77
C 1.83351 -0.85507 -4.03338 0.09 0.04 -0.12 -0.73
H 2.59425 -4.13313 -3.62020 0.00 -0.01 0.03 0.36
H 1.43569 1.59080 -3.21756 0.00 0.08 0.05 0.49
H 2.12477 1.31287 -1.60180 0.00 0.02 -0.01 0.30
H -0.63467 0.77588 -2.37766 -0.01 0.02 0.01 0.34
H -1.28362 2.45001 -0.99192 0.00 0.00 -0.01 0.44
H 0.11636 3.14685 -1.82058 -0.02 0.07 0.06 0.45
H 0.36864 4.64612 0.27878 0.02 -0.01 -0.03 0.46
H 1.53332 4.76244 2.47263 0.02 0.00 -0.01 0.42
H 2.32853 2.64010 3.53018 0.00 -0.01 0.00 0.46
H 1.84403 0.48447 2.36290 -0.02 0.00 -0.01 0.51
H 1.65743 -0.13548 -4.82482 0.01 0.03 0.04 0.34
Cl -1.21070 -2.05332 -3.00919 0.05 0.10 0.57 -0.28
Si -1.40880 -1.92041 -0.90063 -0.21 -0.21 -0.72 0.37
Cl -1.59687 -3.91649 -0.35556 0.17 0.28 0.16 -0.30
Cl -3.44186 -1.25721 -0.82471 0.32 0.13 0.14 -0.35
O -1.33464 0.03297 1.63092 0.15 0.15 -0.43 -0.68
C -2.48216 -0.17402 2.01448 -0.27 -0.14 0.04 -0.40
C -3.48042 0.93089 2.21238 0.07 0.03 0.11 -0.75
C -3.70507 1.02209 3.75083 0.14 0.00 -0.04 -0.68
C -2.52090 0.52010 4.61576 -0.12 -0.05 0.03 -0.31
C -2.48254 -0.99632 4.89703 0.11 0.03 -0.20 -0.70
C -2.07281 -1.83643 3.67753 -0.02 0.07 0.20 -0.58
N -2.85682 -1.38145 2.52465 0.08 -0.18 -0.18 0.22
H -4.41062 0.71439 1.68510 0.00 -0.01 -0.01 0.29
H -3.06636 1.85817 1.82032 0.02 -0.04 -0.06 0.35
H -4.60442 0.46690 4.02714 0.00 0.01 0.02 0.33
H -3.89356 2.06641 4.00062 -0.06 -0.01 -0.02 0.41
H -2.57517 1.02846 5.57947 0.01 0.02 -0.02 0.44
H -1.57741 0.82802 4.15392 0.03 0.05 0.07 0.07
H -3.47374 -1.31734 5.23359 0.01 0.00 0.05 0.31
H -1.78626 -1.18948 5.71640 -0.03 -0.05 0.01 0.37
H -2.25351 -2.89700 3.84393 0.05 -0.01 -0.04 0.40
H -1.01882 -1.69989 3.44052 -0.02 -0.04 -0.04 0.23
H -3.85179 -1.45685 2.68413 -0.03 0.08 0.05 0.35

=====

65
Properties=species:S:1:pos:R:3:forces:R:3:mulliken_charge:R:1 method="wB97M-V/def2-TZVPD" orbital_gap_ha=0.3184 lumo_energy_ha=-0.0969 mol_weight_g_mol=502.50 total_charge=+1
C -1.10748 1.44422 -4.08714 0.13 0.02 0.02 -0.93
C -0.07043 0.34632 -4.33125 -0.03 0.07 -0.04 -0.05
C -0.48535 -1.05081 -3.90242 0.29 0.03 -0.33 -0.47
O -1.36225 -1.10143 -2.74628 -0.08 -0.26 0.46 -0.40
N -0.86292 -0.48938 -1.63399 -0.25 0.41 0.24 1.10
C 0.34887 -0.63521 -1.00168 0.17 -0.14 0.20 -0.75
N 1.35327 -1.46954 -1.48099 -0.02 0.22 0.37 -0.24
N 0.38153 0.12069 0.06781 -0.23 -0.09 -0.88 0.00
N -0.82074 0.73940 0.09816 -0.45 0.00 -0.13 0.44
C -1.13404 1.71300 1.15479 -0.02 0.17 -0.03 -1.18
C -1.39491 1.10621 2.52792 -0.08 -0.04 0.19 -0.59
C -0.51914 -0.06742 2.97854 -0.05 -0.04 0.07 -1.01
C 0.86708 0.35275 3.40391 -0.13 0.08 0.07 0.37
C 1.01146 1.14922 4.53942 0.04 0.02 -0.03 -0.38
C 2.26219 1.57044 4.95660 0.01 0.03 0.05 -0.66
C 3.39184 1.19903 4.24532 0.15 -0.04 -0.11 -0.55
C 3.26299 0.39620 3.12179 0.02 0.07 0.07 -0.74
C 2.00647 -0.02232 2.70828 0.16 -0.14 -0.09 0.03
C -1.60883 0.37585 -0.90618 0.74 -0.22 0.15 0.11
C -2.99516 0.80323 -1.20251 -0.45 0.08 0.00 -0.89
N -3.83410 0.75747 -0.00292 0.24 -0.21 -0.09 -0.43
H -1.01262 1.87475 -3.08786 -0.06 -0.07 0.00 0.12
H -0.95238 2.26634 -4.78262 -0.06 0.00 -0.03 0.47
H -2.12373 1.07036 -4.21190 -0.03 0.05 -0.07 0.25
H 0.88657 0.61077 -3.87598 -0.03 0.04 0.06 -0.15
H 0.12426 0.27551 -5.40307 0.08 -0.03 0.02 0.43
H 0.38355 -1.67151 -3.70625 0.00 -0.06 -0.02 0.35
H -1.09175 -1.54032 -4.66194 -0.17 0.08 0.10 0.41
H 2.26078 -1.08272 -1.23643 0.05 -0.07 -0.01 0.26
H 1.28796 -2.38245 -1.03926 0.03 -0.11 -0.23 0.31
H -0.31942 2.43443 1.17427 0.16 -0.14 -0.07 0.55
H -2.03934 2.20798 0.81225 0.04 0.14 0.06 0.45
H -1.22494 1.91971 3.23579 -0.17 0.05 0.00 0.46
H -2.45212 0.84700 2.60234 0.02 -0.13 -0.09 0.42
H -0.46778 -0.84919 2.21787 0.00 0.01 -0.01 0.33
H -1.02964 -0.51832 3.83216 0.03 -0.03 0.00 0.46
H 0.14085 1.43839 5.11718 -0.05 -0.03 -0.02 0.41
H 2.36079 2.18118 5.84410 -0.02 0.01 0.01 0.40
H 4.37104 1.52394 4.56840 0.02 0.01 0.01 0.41
H 4.13937 0.08930 2.56689 0.07 -0.02 0.01 0.51
H 1.92736 -0.65560 1.83173 -0.05 0.03 0.13 0.29
H -2.94848 1.83364 -1.57227 -0.04 -0.03 -0.01 0.36
H -3.36737 0.18210 -2.02006 0.16 -0.03 -0.08 0.41
H -3.71676 -0.13773 0.46603 -0.13 -0.01 0.04 0.06
H -4.80352 0.78177 -0.29678 -0.05 0.17 0.12 0.32
C -2.75123 -3.78072 -0.62835 -0.03 0.07 0.09 -0.21
C -3.06523 -4.87595 0.37584 -0.03 0.07 0.04 0.23
O -3.29790 -4.13575 1.56641 -0.22 -0.06 0.00 -0.32
C -3.67593 -2.88298 1.23856 0.16 -0.04 -0.07 0.68
O -4.10573 -2.06241 1.97533 0.04 0.12 0.10 -0.51
O -3.48012 -2.66728 -0.08935 0.20 -0.03 -0.35 -0.27
F -2.02047 -5.70486 0.56812 0.08 0.06 0.03 -0.28
H -1.68371 -3.55299 -0.60591 0.04 -0.09 -0.01 0.04
H -3.06544 -3.99595 -1.64468 -0.15 0.08 0.04 0.34
H -3.95127 -5.46807 0.14517 0.04 -0.07 0.02 0.31
C 3.35611 1.49940 -1.25015 -0.16 -0.02 -0.04 0.21
C 4.11371 2.80947 -1.34311 0.11 -0.09 0.12 0.28
O 5.15696 2.61258 -0.41219 0.13 0.02 -0.13 -0.33
C 5.38013 1.27748 -0.26114 -0.20 0.13 -0.05 0.65
O 6.29619 0.78951 0.29295 0.07 -0.04 0.11 -0.48
O 4.37353 0.58025 -0.86767 -0.10 -0.15 -0.01 -0.38
F 3.35487 3.86232 -0.96275 -0.03 -0.02 0.09 -0.28
H 2.59818 1.54559 -0.46364 0.01 0.14 -0.01 0.01
H 2.90339 1.18993 -2.19122 0.12 -0.04 -0.04 -0.03
H 4.54096 3.02319 -2.32398 -0.04 0.09 0.00 0.31

=====

51
Properties=species:S:1:pos:R:3:forces:R:3:mulliken_charge:R:1 method="wB97M-V/def2-TZVPD" multiplicity=2 orbital_gap_ha="0.2314 / 0.2403" lumo_energy_ha="0.0748 / 0.0710" mol_weight_g_mol=699.32 total_charge=-1 e_above_lowest_kcal_mol=15.3
Ti -2.27849 -0.76683 -1.56692 -1.18 -0.43 -1.97 0.12
N 5.06249 2.26307 0.75393 -0.08 -0.23 -0.10 -0.57
C 4.09444 1.57711 0.01434 0.10 0.13 0.08 0.94
C 4.05519 1.69278 -1.37589 0.05 0.05 -0.03 -0.81
C 3.12095 0.98977 -2.11535 -0.05 -0.01 0.04 -0.23
C 2.22510 0.14583 -1.47504 0.15 0.17 0.22 -0.47
C 2.25955 0.01280 -0.09027 0.07 0.03 -0.06 0.06
C 3.18406 0.72951 0.65082 -0.04 -0.05 0.06 -0.64
S 1.05187 -0.76830 -2.41273 -0.22 0.45 0.35 1.23
O 1.06552 -2.10288 -1.89367 -0.14 -0.17 -0.04 -0.67
O 1.31983 -0.50538 -3.79358 -0.02 -0.13 -0.20 -0.74
N -0.40941 -0.13646 -1.97433 1.32 1.12 -0.29 0.05
C -0.68942 1.21398 -2.09152 0.60 -0.36 -0.11 0.54
N 0.16871 2.14046 -2.51927 -0.05 -0.06 -0.03 -0.39
C -0.31352 3.37571 -2.61155 0.15 -0.05 -0.07 -0.28
C -1.62257 3.71200 -2.31407 0.04 0.12 -0.03 -0.79
C -2.42128 2.68418 -1.85756 -0.41 0.05 0.22 -0.08
N -1.96055 1.45795 -1.71179 0.31 -0.24 -0.17 -0.11
H 5.46066 3.07541 0.31555 -0.04 0.03 -0.04 0.22
H 4.85666 2.40167 1.72820 -0.06 0.02 0.02 0.23
H 4.76157 2.34947 -1.87563 -0.05 -0.05 0.03 0.27
H 3.06444 1.09441 -3.19181 0.00 -0.02 0.08 0.50
H 1.56909 -0.65830 0.41192 0.08 0.08 -0.07 0.16
H 3.20595 0.63424 1.73351 -0.01 0.00 -0.09 0.27
H 0.38547 4.13334 -2.95464 0.00 -0.04 0.01 0.41
H -2.00312 4.71556 -2.43282 0.04 -0.01 0.02 0.38
H -3.46038 2.83907 -1.58752 -0.01 -0.02 -0.03 0.46
S -5.49562 -4.08256 -3.41603 0.10 0.07 -0.09 -0.65
Sb -4.56454 -2.74168 -1.86800 -0.24 -0.30 -0.07 0.81
S -4.24099 -0.44191 -2.69333 -0.35 -0.05 0.16 -0.64
S -2.15545 -3.06409 -1.69310 -0.01 -0.49 0.00 -0.49
S -5.52933 -2.64538 0.19158 0.11 0.11 0.02 -0.67
O 2.17086 -3.78663 2.58500 0.12 0.15 0.23 -0.54
C 1.98438 -2.47657 3.09515 -0.30 -0.32 -0.36 -0.37
N 0.72760 -2.05187 2.52305 0.00 -0.01 0.27 -0.14
C -0.09765 -1.19446 3.17646 0.27 0.46 -0.35 0.30
O 0.20953 -0.64499 4.22284 -0.08 -0.23 0.10 -0.69
C -1.35508 -0.83957 2.44527 0.24 -0.37 0.10 0.29
C -2.45674 -0.34692 3.12933 -0.02 0.05 0.36 -0.56
C -3.58746 -0.03920 2.41656 -0.37 0.12 -0.19 -0.97
C -3.58669 -0.17528 1.03002 -0.21 0.16 0.55 -0.40
N -2.51540 -0.60871 0.37841 0.04 0.30 1.73 0.74
C -1.43540 -0.96942 1.08247 0.15 -0.06 -0.01 -0.02
H 3.02604 -4.11487 2.87803 0.00 0.01 -0.06 0.31
H 2.79720 -1.81565 2.78684 0.09 0.06 -0.10 0.18
H 1.90368 -2.45204 4.17790 -0.04 -0.01 0.21 0.37
H 0.38830 -2.59876 1.74493 0.07 -0.05 0.05 0.30
H -2.40048 -0.23016 4.20582 -0.02 -0.01 -0.08 0.49
H -4.49025 0.29803 2.90818 0.05 0.01 -0.03 0.41
H -4.44186 0.07269 0.42856 -0.20 0.02 -0.09 0.62
H -0.60744 -1.35013 0.50176 0.06 0.00 -0.12 0.24

=====

43
Properties=species:S:1:pos:R:3:forces:R:3:mulliken_charge:R:1 method="wB97M-V/def2-TZVPD" multiplicity=3 orbital_gap_ha="0.1075 / 0.2199" lumo_energy_ha="-0.0512 / -0.0815" mol_weight_g_mol=552.45 e_above_lowest_kcal_mol=2.6
Pt 0.35109 -0.65223 0.03878 1.45 -0.77 -0.32 0.49
O -2.72754 -1.85719 -2.26156 0.08 -0.01 0.06 -0.72
C -1.65966 -1.48946 -1.79822 -0.13 -0.06 -0.21 0.71
N -1.27671 -1.57243 -0.46720 -0.28 -0.10 0.30 -0.07
C -2.01920 -1.98602 0.60033 0.05 0.06 0.06 0.45
C -3.23156 -2.69143 0.54115 -0.22 -0.14 -0.03 -0.64
C -3.87155 -3.03930 1.70625 0.06 0.01 -0.18 -0.56
C -3.33078 -2.70704 2.96093 0.21 0.10 0.06 -0.56
C -2.14572 -2.01966 3.05955 -0.11 -0.08 0.19 -0.67
C -1.46814 -1.63684 1.89018 0.04 0.08 -0.07 0.51
N -0.29893 -0.93485 1.84010 -0.42 -0.24 0.05 -0.07
C 0.33463 -0.24658 2.86674 0.13 0.10 0.22 0.68
O -0.03932 -0.18715 4.02797 0.02 -0.09 -0.09 -0.73
C 1.53010 0.45353 2.35441 0.21 0.07 0.00 0.04
C 2.28559 1.25680 3.20026 -0.09 -0.05 0.05 -0.56
C 3.36203 1.96467 2.71517 -0.01 0.00 -0.13 -0.41
C 3.68141 1.82258 1.35241 -0.01 -0.03 0.15 -0.80
C 2.92118 0.99502 0.56670 0.14 0.12 -0.25 0.20
N 1.84827 0.31951 1.01484 -0.30 0.10 0.38 -0.14
C -0.59050 -0.86006 -2.60246 0.16 0.00 -0.24 0.00
C -0.79721 -0.58036 -3.94717 -0.09 -0.03 0.05 -0.53
C 0.19162 0.01883 -4.69624 0.13 0.05 0.07 -0.42
C 1.42577 0.27682 -4.07126 -0.18 -0.10 -0.06 -0.68
C 1.58013 -0.02989 -2.74362 0.32 0.21 0.04 -0.19
N 0.60209 -0.54439 -1.97647 -0.56 0.03 -0.12 -0.12
H -3.63126 -2.96061 -0.42380 -0.02 0.05 0.00 0.46
H -4.80039 -3.59179 1.65866 -0.01 0.00 -0.02 0.39
H -3.84815 -3.00648 3.86241 0.00 0.00 0.01 0.39
H -1.70765 -1.77338 4.01365 -0.05 0.04 0.01 0.46
H 1.97902 1.31186 4.23563 -0.02 0.00 0.01 0.44
H 3.94004 2.61906 3.35140 0.01 -0.03 0.05 0.44
H 4.51963 2.35199 0.92316 0.01 -0.05 -0.07 0.42
H 3.16791 0.86386 -0.47730 -0.05 -0.01 0.00 0.10
H -1.76119 -0.83178 -4.36772 -0.02 -0.03 0.03 0.43
H 0.03452 0.28342 -5.73196 -0.03 -0.06 -0.02 0.44
H 2.24718 0.70466 -4.62787 0.07 -0.01 0.07 0.40
H 2.52811 0.14440 -2.25367 -0.03 0.01 0.04 0.45
C 0.32969 3.68688 -1.27298 0.17 0.11 -0.05 -0.99
C -0.33335 2.57023 -0.62847 -0.16 -0.33 0.12 0.51
N -0.82701 1.65812 -0.13166 -0.44 0.97 -0.08 -0.41
H 0.73700 4.35138 -0.51241 -0.02 0.05 -0.04 0.30
H -0.37879 4.22850 -1.89719 0.03 0.04 0.01 0.34
H 1.14759 3.31680 -1.89144 -0.03 0.03 -0.02 0.25